(1)
C14H27HoN8O4 | the ωB97M-V functional and the def2-TZVPD basis

Structure (XYZ):
```
54
Properties=species:S:1:pos:R:3:mulliken_charge:R:1
H 1.92726 1.95277 -4.50598 0.421
H -2.65960 1.25828 -0.21734 0.243
C -2.35121 -0.83591 0.03112 0.410
H 1.49972 2.88750 -3.06530 0.293
H 3.45080 -2.02429 -2.10013 0.317
H -4.02747 0.39971 2.30396 0.504
C -2.70376 0.56748 0.62602 0.327
H 0.23255 2.34746 -4.15368 0.340
Ho 0.13723 0.23910 0.01055 1.125
H -4.32387 2.73304 1.35077 0.312
N 1.84139 0.58482 1.63993 -0.070
N -1.63176 0.99838 1.57118 -0.449
H -4.59252 -0.39705 -3.21747 0.245
H 3.72879 0.23941 -4.06200 0.339
N -4.98884 0.40163 -2.74853 -0.369
H 3.11149 -1.12946 1.45798 0.484
O -0.65911 1.51829 -1.46639 -0.678
C 2.05976 -0.22908 -2.82456 0.712
H -7.09507 0.94321 -0.39535 0.234
H 2.41627 -0.60153 -4.88764 0.341
O -3.18412 -1.38002 -0.65717 -0.553
H -1.65521 0.37610 2.37553 0.318
H 4.60795 -1.18192 3.96699 0.344
H -1.86624 1.91887 1.92914 0.265
C 1.93976 1.67820 2.48111 -0.647
H 3.44102 2.16917 4.04031 0.415
N -6.70160 -0.90545 -1.95934 -0.419
H -6.50852 -1.59287 -2.66793 0.201
C 1.04543 0.81504 -2.92742 0.396
N 0.06375 0.55920 -2.04998 0.057
H -5.95443 3.08408 -0.39627 0.350
C 2.98006 -0.54845 -3.95799 -1.504
H 1.23102 2.48902 2.46086 0.441
H 5.58489 -0.37168 2.72831 0.341
H -4.66966 -0.27136 0.82021 0.346
H 5.21493 0.45455 4.24517 0.286
N 2.08556 -0.74194 -1.62475 -0.062
H -7.42902 -1.11722 -1.29871 0.191
H -5.78848 1.83203 1.66684 0.446
O -1.16435 -1.27841 0.31659 -0.672
C 1.19006 2.06360 -3.71508 -1.257
N 3.61734 0.34590 2.91286 0.096
C -5.38351 2.15688 -0.40521 -0.815
H -4.38099 1.19582 -2.65791 0.207
C 3.03518 1.53549 3.27059 -0.294
C -5.95932 0.19554 -1.85823 0.912
C -4.11426 0.57322 1.22873 -0.941
H -4.54616 2.31413 -1.08298 0.322
C 2.87914 -0.18959 1.93486 -0.345
O 2.96150 -1.73456 -1.31371 -0.357
C -4.90673 1.86700 1.02234 -0.705
N -6.25414 1.10208 -0.92948 -0.152
C 4.82737 -0.22708 3.49502 -0.808
H 3.51097 -1.49122 -3.83657 0.516
```

The lowest unoccupied orbital energy (alpha / beta) comes out at -5.5 / -5.5 eV. The HOMO energy (alpha / beta) comes out at -14.265 / -14.272 eV. The net charge is +2. The spin multiplicity is 5. For the orbital gap (alpha / beta), the calculation gives 8.78 / 8.81 eV. Its energy relative to the best compared isomer or geometry (same formula, charge and spin) is 3.3 kcal per mole.

---

(2)
C14H27MnN7O7 | the ωB97M-V functional and the def2-TZVPD basis

Structure (XYZ):
```
56
Properties=species:S:1:pos:R:3:mulliken_charge:R:1
H -3.39792 1.12515 0.21070 0.340
H -1.47364 0.89815 -4.10056 0.322
H 2.43358 -1.64052 4.13208 0.386
H -2.33968 2.58318 0.20337 0.286
O 0.06867 -1.94837 -2.61341 -0.731
H -6.06896 2.18329 -2.10212 0.317
C -1.94160 -1.98379 0.23000 0.307
H -2.56005 -2.46361 2.19078 0.405
N 1.14815 -2.71644 -0.07367 -0.115
N 0.40629 1.07596 -2.00476 0.290
H 2.20840 3.23731 1.12452 0.243
C 1.04279 2.18032 -1.51008 0.867
H 0.74999 -0.53242 -3.03835 0.414
C -1.74851 -3.69588 -1.60012 -1.698
O -0.67277 0.23215 -4.52553 -0.339
C -1.59285 -2.33867 -1.11242 0.670
C 2.28048 2.80348 -2.04471 -1.583
C -2.53823 1.57906 -0.26045 -0.939
H -1.30117 -4.45229 -0.95137 0.350
H -5.31792 3.50940 -1.96694 0.323
H 1.14529 -2.40919 -1.03341 0.210
C 1.56019 -1.83937 0.86098 0.646
H 3.11779 2.71514 -1.32744 0.297
N 1.66732 -0.58409 0.52066 -0.095
O 3.17556 1.11748 0.95324 -0.693
N -1.37526 -0.79527 0.54315 1.004
C 3.12493 0.66834 3.67366 -0.868
C 0.65209 2.57409 -0.17908 0.034
H -0.58530 0.36192 1.82226 0.338
C 2.44335 0.17991 1.31730 -0.132
H -1.23596 -3.69144 -2.55082 0.461
H -3.31835 -3.42154 0.83413 0.436
H 0.62260 3.93218 1.45622 0.384
H 1.55736 4.48346 0.04121 0.484
H -2.79300 -3.96188 -1.74497 0.411
H -1.67757 -3.75802 1.31299 0.309
H 1.42803 -3.67802 0.00855 0.270
O -1.10200 -0.53819 1.81792 -0.494
H 2.55654 1.60131 3.89759 0.248
H 1.54719 -3.33049 2.41580 0.475
H -2.86922 1.61463 -1.35617 0.206
O 1.11384 0.38666 -2.89596 -0.485
O -0.00382 1.45314 1.65957 -0.772
H 4.15218 0.96331 3.34063 0.308
N -0.82029 -1.42874 -1.81345 0.520
C 2.23604 -1.46140 3.07697 0.042
H 3.20935 0.05100 4.60525 0.299
H 2.09537 3.87604 -2.23043 0.389
C -2.41867 -2.95687 1.22759 -1.634
N 2.45646 -0.19385 2.68924 0.394
N -0.10018 1.61296 0.39233 1.094
O -5.38051 2.70706 -2.53853 -0.648
C 1.78688 -2.34004 2.13979 -1.376
C 1.29502 3.62104 0.65232 -1.587
H 2.53672 2.33217 -2.98757 0.425
Mn -1.18503 0.50109 -0.78850 -0.017
```

The lowest unoccupied orbital energy (alpha / beta) comes out at -4.9 / -5.9 eV. The HOMO energy (alpha / beta) comes out at -10.992 / -10.990 eV. The net charge is +1. The spin multiplicity is 5. For the orbital gap (alpha / beta), the calculation gives 6.05 / 5.08 eV. Its energy relative to the best compared isomer or geometry (same formula, charge and spin) is 60.1 kcal per mole.

---

(3)
C14H27N3O3 | the ωB97M-V functional and the def2-TZVPD basis

Structure (XYZ):
```
47
Properties=species:S:1:pos:R:3:mulliken_charge:R:1
H 0.59830 -2.37234 4.84527 0.318
C 2.61126 0.62643 -4.38837 -1.693
C 3.51933 -1.43724 -3.42057 -1.453
H 2.19115 -2.28458 4.14223 0.346
C -0.24083 -0.37021 3.04300 0.103
H -0.04828 -1.90559 -2.53104 0.479
N 0.77691 -1.20605 3.10361 0.076
C 3.25102 -4.03670 -0.36042 -1.355
H 3.60263 -4.17883 0.64671 0.374
H 1.05275 -0.64633 0.67033 0.540
C 2.36691 -2.80408 -0.39456 0.857
H 0.63100 2.38194 2.60057 0.354
H -2.65102 1.19298 0.08467 0.359
C 2.25391 -0.65256 -3.61590 0.667
C 1.28422 -1.67947 4.36158 -1.013
C -1.79332 1.86734 0.25393 -1.596
C -0.78020 -0.01648 1.65809 0.167
H 2.72137 -4.95218 -0.72143 0.365
H 1.57771 -0.83697 5.01142 0.317
H -1.70435 1.81507 2.32579 0.424
C 0.59786 -1.55704 -1.72683 -0.194
H 1.13545 -1.60900 2.23611 0.052
H 0.71680 0.43160 -2.49844 0.336
H -0.06077 3.42934 1.38812 0.462
H -1.18687 1.80345 -0.64442 0.243
H 0.99743 2.12190 0.81577 0.177
C -1.04565 1.51813 1.52970 0.303
C 1.43873 -0.37748 -2.28955 -0.641
H 1.33554 -3.53327 -1.97325 0.318
H 4.09952 -0.93030 -2.63878 0.321
O -1.62070 -1.19376 -0.89497 -0.711
O 2.56600 -1.90297 0.41842 -0.771
C 0.24448 2.41226 1.57003 -1.298
H -1.79220 -0.52073 1.57735 0.511
C -0.39384 -1.10396 -0.61137 -0.149
N 1.42816 -2.73382 -1.33250 -0.114
H 1.63915 -1.21191 -4.30595 0.269
H 3.15728 0.38934 -5.27297 0.481
H 4.15175 -1.38298 -4.30464 0.499
H 3.32222 -2.47862 -3.18154 0.218
H 3.23634 1.28975 -3.77805 0.347
H 2.16436 -0.06832 -1.52791 0.244
N 0.03713 -0.59989 0.56749 -0.042
O -0.71052 0.14929 4.05283 -0.701
H 1.68276 1.14727 -4.65151 0.390
H 4.12867 -3.85143 -0.96192 0.305
H -2.19765 2.86056 0.38119 0.506
```

The lowest unoccupied orbital energy comes out at 0.5 eV. The HOMO energy comes out at -9.276 eV. The SMILES is CNC(=O)[C@H](NC(=O)[C@@H](CC(C)C)NC(C)=O)C(C)C. The spin multiplicity is 1. For the orbital gap, the calculation gives 9.74 eV. Its energy relative to the best compared isomer or geometry (same formula, charge and spin) is 0.9 kcal per mole.

---

(4)
C14H28BClFIN2O5P | the ωB97M-V functional and the def2-TZVPD basis

Structure (XYZ):
```
54
Properties=species:S:1:pos:R:3:mulliken_charge:R:1
H -5.09797 -1.35014 1.04458 0.281
F 4.64678 1.62301 0.77010 -0.346
H -7.52572 0.89322 1.31516 0.286
C 3.29455 1.15206 1.25273 0.537
H -0.18840 1.49674 0.37082 0.365
H 3.32071 -2.72946 -3.85283 0.213
H -4.71768 -0.56021 -0.62348 0.203
H -1.36102 -1.04577 1.59955 0.247
C 3.32122 -1.55129 -4.04640 -0.467
H 4.25418 1.05218 -2.17196 0.188
O 3.99512 -0.94900 -2.88622 -0.313
C 5.06107 0.96746 3.37540 -0.813
H -4.03642 2.63830 0.67431 0.325
Cl 1.91595 -3.47600 -0.81604 -0.470
H -1.44869 -0.19423 -0.18066 -0.669
C -3.01996 -1.86874 0.26084 -0.774
H -1.16830 1.26776 -2.12523 0.151
C 3.52467 0.75028 2.84176 -0.528
O -5.46611 0.69609 3.23260 -0.577
C 3.37808 0.32104 -2.47357 -0.891
H -6.33727 1.22469 -0.13618 0.235
H -0.47644 -3.21097 0.78328 0.144
C -3.51936 1.62861 0.35579 -0.502
H -3.73668 1.38000 -0.77590 0.227
H 3.13561 -0.35093 3.03213 0.232
O 1.39515 -1.01797 -1.51058 -0.072
B 1.09807 -1.84752 -0.29248 -0.024
N -0.25888 0.89626 -2.51550 -0.431
P 1.10758 1.61267 -1.55151 -0.219
H -0.14875 1.12619 -3.52787 0.290
H -3.12536 -2.81470 0.94396 0.284
H -6.53179 2.59675 1.19875 0.272
C 2.29124 0.14928 -1.21407 1.729
H 5.12348 0.68260 4.53160 0.301
H 3.89024 -1.40617 -5.06839 0.223
C 2.87841 -0.11084 0.29426 -1.070
H 2.81486 1.45918 3.46568 0.311
I 4.69775 -1.38638 0.51178 0.037
O 0.33156 2.20471 -0.11044 -0.462
C -1.49969 -1.19187 0.42717 0.733
H -0.83278 -2.78336 -1.07294 0.130
C -6.52100 1.42052 1.02682 -0.726
N -3.89590 0.44567 1.24209 0.079
C -0.44277 -2.35402 -0.03311 -0.843
H -2.36071 1.78933 0.50158 0.024
H 2.87390 0.80571 -3.43341 0.387
H 2.19864 -1.22506 -4.11650 0.181
H 5.85138 0.24453 2.85031 0.172
H 2.59522 2.08721 1.18160 0.269
H 5.47893 2.07016 3.20580 0.226
C -5.23052 0.83296 1.91265 0.353
C -4.23840 -0.78723 0.43630 -0.361
O 1.79464 -1.04084 0.75771 -0.331
H -3.08242 -2.26243 -0.86184 0.260
```

The lowest unoccupied orbital energy comes out at 2.4 eV. The HOMO energy comes out at -4.949 eV. The net charge is -1. The spin multiplicity is 1. For the orbital gap, the calculation gives 7.36 eV.

---

no.,calculated total energy (hartree)
1,-2236.31091
2,-2609.98032
3,-939.69962
4,-2259.79963